Entry 1:
{
  "formula": "C14H28AuN6O6",
  "method": "the ωB97M-V functional and the def2-TZVPD basis",
  "charge": 1,
  "multiplicity": 3,
  "homo_lumo_gap_ev": [5.27, 4.76],
  "species": ["O", "H", "Au", "N", "N", "N", "N", "O", "O", "O", "O", "C", "C", "C", "C", "C", "H", "H", "H", "C", "H", "H", "H", "C", "C", "H", "H", "H", "H", "H", "H", "H", "H", "C", "H", "H", "H", "O", "H", "H", "C", "C", "C", "C", "N", "N", "C", "H", "H", "H", "H", "H", "H", "H", "H"],
  "coordinates": [[-1.075042, -0.513079, -4.314022], [-0.532221, -1.143849, -4.822606], [-0.319148, 0.055405, -0.095705], [1.137631, -1.247220, -0.806592], [-1.403706, -1.691529, -0.283987], [0.408071, 2.014609, 0.147268], [-1.972937, 1.040438, 0.585689], [2.317871, -0.854882, -1.070794], [1.609149, 2.353352, -0.089952], [-3.147316, 0.460592, 0.773780], [-2.642111, -1.862174, 0.033457], [-0.679843, -2.727690, -0.761308], [0.694040, -2.498906, -1.053738], [-0.512221, 2.885746, 0.630116], [-1.800166, 2.340786, 0.891555], [1.598247, -3.501209, -1.669777], [1.391683, -3.620156, -2.743116], [1.452819, -4.481345, -1.203481], [2.642688, -3.202875, -1.551890], [-1.426278, -3.997610, -0.919574], [-2.313028, -3.865715, -1.553247], [-1.766805, -4.371533, 0.056087], [-0.796144, -4.764636, -1.375258], [-0.133532, 4.307497, 0.802126], [-2.949344, 3.114176, 1.436160], [0.671598, 4.596778, 0.118279], [0.192835, 4.516064, 1.829595], [-0.997301, 4.947446, 0.597352], [-3.674820, 2.441722, 1.904991], [-3.469324, 3.675843, 0.646853], [-2.609746, 3.843481, 2.181176], [1.260247, 0.559821, -2.150072], [-2.971646, -0.573625, 0.444728], [-2.419704, -0.297533, -4.620259], [-2.954966, -1.240689, -4.540123], [-2.494320, 0.108271, -5.627006], [-2.799950, 0.397455, -3.879277], [0.301310, 0.778257, -2.258971], [-0.569090, -0.043261, -3.570752], [0.275684, 1.733443, -2.076889], [4.542950, 0.783657, 2.456073], [3.139192, 0.343116, 2.414250], [2.275114, -0.135073, 3.400182], [1.024894, -0.360509, 2.786537], [1.162687, -0.034318, 1.502108], [2.414367, 0.375000, 1.286928], [-0.253552, -0.841317, 3.341936], [4.686575, 1.462288, 3.306389], [5.210662, -0.073661, 2.612777], [4.844824, 1.302541, 1.539831], [2.503727, -0.289824, 4.430064], [2.687857, 0.706971, 0.361339], [-0.059526, -1.312085, 4.319366], [-0.965511, -0.014482, 3.511325], [-0.737447, -1.583975, 2.690080]],
  "forces_ev_per_angstrom": [[3.081, -0.545, 0.723], [-0.360, 0.232, 0.088], [-1.344, -0.452, 2.086], [1.015, -2.128, -0.800], [0.170, -1.506, -0.882], [-1.424, 3.098, 0.562], [0.299, 4.225, 0.860], [-0.608, -0.575, -0.819], [-0.186, 0.430, -0.612], [-0.704, -1.385, -0.218], [0.711, -0.181, -0.240], [-1.394, 0.647, 0.445], [0.532, 1.126, -0.314], [2.711, -1.093, -1.145], [-1.750, -3.217, -0.561], [0.200, -0.629, 0.195], [0.012, 0.067, 0.193], [0.120, 0.114, -0.135], [-0.229, 0.004, -0.021], [0.371, -0.879, -0.240], [0.146, 0.093, 0.262], [-0.011, 0.170, -0.243], [-0.105, 0.035, 0.075], [-0.263, 0.584, 0.264], [-0.147, 0.368, 0.336], [-0.102, -0.266, 0.190], [0.047, 0.019, -0.192], [0.085, -0.012, 0.099], [0.196, 0.129, -0.160], [0.143, -0.161, 0.107], [-0.041, -0.133, -0.173], [-0.419, 0.045, -0.064], [-0.683, 1.090, 0.614], [-2.221, 0.223, -0.510], [-0.004, 0.041, 0.010], [-0.045, 0.066, 0.113], [-0.028, 0.057, -0.056], [0.906, 0.403, -2.649], [0.015, 0.408, 0.347], [-0.061, -0.062, -0.143], [0.727, 0.069, 0.356], [-1.099, -0.245, 0.098], [-0.131, 0.016, -0.175], [1.638, 0.542, -0.524], [0.380, -0.306, 0.969], [0.468, -0.251, 0.813], [-0.552, -0.223, 0.662], [0.041, -0.107, -0.251], [-0.085, 0.214, -0.094], [-0.116, -0.120, 0.177], [0.160, -0.045, 0.404], [-0.282, -0.072, 0.529], [-0.188, 0.133, -0.379], [0.255, -0.299, -0.129], [0.152, 0.246, 0.151]],
  "mulliken_spin": [0.000, 0.000, 0.481, 0.241, 0.192, 0.203, 0.153, 0.325, 0.060, 0.030, 0.168, 0.037, -0.002, -0.005, -0.014, 0.015, 0.002, 0.000, 0.002, 0.009, 0.001, 0.001, 0.001, 0.005, 0.008, 0.001, -0.001, 0.000, 0.001, -0.001, 0.000, -0.005, -0.003, -0.001, 0.000, 0.000, 0.000, 0.016, -0.001, -0.002, 0.001, 0.000, 0.001, 0.003, 0.088, -0.007, -0.005, 0.000, 0.000, 0.000, 0.001, 0.002, -0.001, -0.001, 0.001]
}

---

Entry 2:
{
  "formula": "C14H28BFNO3",
  "method": "the ωB97M-V functional and the def2-TZVPD basis",
  "charge": -1,
  "homo_lumo_gap_ev": 5.95,
  "species": ["C", "C", "C", "C", "C", "C", "O", "B", "O", "C", "C", "C", "C", "F", "H", "H", "H", "H", "H", "H", "H", "H", "H", "H", "H", "H", "H", "H", "H", "H", "H", "C", "C", "C", "O", "C", "N", "H", "H", "H", "H", "H", "H", "H", "H", "H", "H", "H"],
  "coordinates": [[3.879621, -3.095460, 2.567772], [4.146171, -2.241562, 1.771259], [4.368234, -1.184814, 0.792265], [3.028919, -0.727436, 0.189588], [2.370557, -1.784220, -0.715924], [1.170930, -2.516808, -0.097906], [1.425174, -3.912412, -0.160384], [0.100658, -4.598902, -0.169297], [-0.821063, -3.570078, -0.777006], [-0.115772, -2.378086, -0.903296], [-1.012450, -1.187686, -0.581603], [-1.439387, -0.954050, 0.872190], [-2.597477, -1.793954, 1.378804], [-2.168016, -2.945952, 2.026688], [3.532111, -3.829891, 3.251577], [4.876321, -0.337269, 1.255479], [5.001787, -1.565052, -0.011739], [3.187031, 0.208636, -0.352001], [2.360275, -0.492974, 1.020711], [2.048137, -1.301640, -1.640918], [3.087074, -2.560987, -0.977547], [1.066012, -2.286450, 0.970698], [-0.233802, -4.886650, 1.004976], [0.108390, -5.644474, -0.832534], [0.172402, -2.245410, -1.964437], [-1.922564, -1.289154, -1.180297], [-0.526741, -0.267885, -0.935298], [-1.766912, 0.089153, 0.943365], [-0.610723, -1.070494, 1.571866], [-3.258796, -2.100142, 0.565871], [-3.166704, -1.224626, 2.121038], [-0.967004, 4.588834, -1.937029], [-0.565508, 4.298878, -0.494948], [-1.014597, 2.922990, 0.009462], [-2.390440, 2.831576, 0.324010], [-3.244192, 2.552184, -0.767521], [-1.037691, 5.392524, 0.360449], [-2.026924, 4.832854, -2.016547], [-0.407898, 5.444292, -2.315939], [-0.762938, 3.733372, -2.583432], [0.528150, 4.299020, -0.450894], [-0.489526, 2.711754, 0.944719], [-0.737355, 2.132251, -0.699402], [-2.763262, 1.879720, -1.484503], [-3.561380, 3.463114, -1.283366], [-4.129713, 2.057796, -0.369054], [-0.674615, 5.263362, 1.300073], [-2.044488, 5.292202, 0.459949]],
  "forces_ev_per_angstrom": [[-0.152, 0.053, 0.040], [0.122, -0.039, 0.158], [-0.261, 0.043, -0.229], [-0.018, -0.001, -0.021], [-0.153, 0.482, 0.424], [0.699, -1.551, -0.159], [0.029, 0.278, -0.382], [-0.066, -0.370, 0.396], [-0.014, 0.117, 0.378], [-0.730, 0.050, -0.245], [0.042, 0.286, 0.194], [-0.138, 0.028, -0.163], [0.092, -0.078, 0.167], [-0.026, 0.085, -0.036], [0.089, -0.097, -0.019], [0.089, -0.033, 0.068], [0.116, 0.047, 0.010], [0.112, -0.009, -0.051], [-0.068, 0.082, -0.005], [0.041, -0.017, -0.096], [0.056, -0.023, -0.061], [-0.227, 0.497, -0.003], [-0.105, 0.143, -0.153], [0.157, 0.132, -0.093], [0.172, 0.037, -0.035], [-0.004, -0.041, -0.108], [0.127, -0.024, -0.018], [0.007, 0.040, 0.067], [0.051, 0.000, 0.003], [0.010, -0.016, -0.032], [-0.069, -0.030, -0.015], [0.051, 0.007, -0.058], [-0.118, 0.054, -0.056], [0.138, -0.111, 0.097], [-0.051, 0.084, -0.062], [-0.036, -0.068, 0.071], [0.014, -0.074, 0.075], [-0.010, -0.025, 0.027], [-0.019, 0.024, 0.026], [-0.011, -0.006, 0.007], [0.008, -0.045, 0.019], [-0.033, 0.007, 0.019], [0.003, 0.042, -0.040], [0.001, 0.002, -0.014], [0.030, -0.020, -0.046], [0.007, -0.006, 0.008], [0.045, 0.036, -0.020], [0.000, 0.030, -0.032]],
  "mulliken_charge": [0.113, -0.388, -0.916, -0.700, -1.030, 0.508, -0.933, 1.031, -0.747, -0.285, -0.170, -0.058, -0.550, -0.305, 0.422, 0.327, 0.314, 0.371, 0.332, 0.364, 0.447, 0.190, -0.373, -0.283, 0.185, 0.300, -0.086, 0.097, 0.213, 0.222, 0.360, -1.438, 0.219, -0.095, -0.438, -0.660, -0.748, 0.296, 0.362, 0.344, 0.431, 0.328, -0.005, 0.293, 0.271, 0.269, 0.282, 0.315]
}

---

Number 1: energy -1465.28566 Ha. Number 2: energy -955.41185 Ha.